[1]
{"formula": "C10H17N9O3Se2Ta", "method": "ωB97M-V with the def2-TZVPD basis set", "species": ["Ta", "O", "C", "C", "C", "O", "C", "Se", "C", "Se", "H", "H", "H", "H", "H", "H", "H", "H", "H", "H", "N", "C", "N", "N", "N", "N", "C", "N", "N", "N", "N", "H", "C", "C", "C", "O", "H", "H", "H", "H", "H", "H"], "xyz": [[-0.318, 0.300, -0.236], [1.897, 0.229, -0.480], [2.920, 1.045, 0.145], [2.511, 1.358, 1.565], [3.781, 1.813, 2.326], [3.512, 2.151, 3.668], [2.060, 0.075, 2.262], [0.238, -0.558, 2.000], [1.509, 2.511, 1.631], [0.174, 2.659, 0.189], [2.223, -0.398, -1.163], [3.047, 1.956, -0.444], [3.852, 0.479, 0.143], [4.257, 2.638, 1.785], [4.485, 0.980, 2.350], [3.248, 3.073, 3.741], [2.136, 0.205, 3.340], [2.698, -0.758, 1.968], [2.027, 3.467, 1.548], [0.951, 2.494, 2.564], [-1.824, -0.265, -3.478], [-2.499, 0.471, -2.547], [-3.699, 0.960, -2.661], [-3.944, 1.568, -1.459], [-2.958, 1.455, -0.667], [-1.977, 0.747, -1.335], [-0.593, -0.799, -3.234], [0.089, -1.502, -4.103], [1.216, -1.863, -3.452], [1.231, -1.421, -2.263], [0.056, -0.705, -2.051], [-2.225, -0.379, -4.398], [-2.442, -2.763, -0.857], [-2.689, -1.954, 0.373], [-3.757, -2.323, 1.344], [-2.018, -0.943, 0.605], [-2.942, -3.726, -0.828], [-1.369, -2.904, -1.001], [-2.825, -2.200, -1.715], [-4.324, -3.194, 1.032], [-4.421, -1.467, 1.480], [-3.291, -2.513, 2.314]], "nbo_charge": [1.684, -0.760, -0.061, -0.155, -0.047, -0.705, -0.563, 0.119, -0.528, 0.114, 0.558, 0.212, 0.216, 0.183, 0.195, 0.481, 0.270, 0.239, 0.238, 0.252, -0.566, 0.489, -0.322, 0.003, -0.066, -0.595, 0.501, -0.316, 0.023, -0.151, -0.601, 0.460, -0.738, 0.713, -0.726, -0.633, 0.259, 0.256, 0.269, 0.245, 0.279, 0.274], "fmax_ev_per_a": 1.3, "e_above_lowest_kj_mol": 0.0, "spin_multiplicity": 1, "charge": 1}

[2]
{"formula": "C10H17O11Zn", "method": "ωB97M-V with the def2-TZVPD basis set", "species": ["Zn", "C", "C", "O", "O", "H", "H", "H", "C", "C", "O", "O", "H", "H", "H", "C", "C", "O", "O", "H", "H", "H", "C", "C", "O", "O", "H", "H", "H", "C", "C", "O", "O", "H", "H", "H", "O", "H", "H"], "xyz": [[1.351, -15.051, 13.079], [4.449, -12.438, 14.926], [3.267, -12.494, 13.947], [2.908, -11.399, 13.454], [2.726, -13.624, 13.823], [5.171, -11.659, 14.674], [4.977, -13.395, 14.985], [4.054, -12.265, 15.932], [-2.419, -16.248, 11.434], [-0.934, -16.694, 11.488], [-0.273, -16.253, 12.464], [-0.587, -17.465, 10.578], [-2.565, -15.643, 10.536], [-2.691, -15.700, 12.339], [-3.054, -17.133, 11.362], [5.061, -16.159, 13.816], [3.835, -17.092, 13.861], [3.991, -18.167, 14.489], [2.825, -16.714, 13.218], [5.139, -15.548, 14.715], [4.982, -15.482, 12.961], [5.949, -16.781, 13.665], [0.691, -14.301, 9.159], [1.816, -13.967, 10.162], [2.506, -12.968, 9.909], [1.932, -14.803, 11.107], [1.123, -14.869, 8.331], [0.256, -13.379, 8.756], [-0.107, -14.893, 9.607], [2.290, -15.289, 16.703], [0.888, -15.620, 16.194], [0.595, -15.222, 15.030], [0.136, -16.240, 16.974], [2.981, -16.060, 16.346], [2.291, -15.372, 17.797], [2.685, -14.318, 16.416], [0.009, -13.367, 12.858], [0.189, -12.423, 12.852], [-0.938, -13.502, 12.770]], "nbo_charge": [1.768, -0.728, 0.790, -0.784, -0.825, 0.183, 0.207, 0.196, -0.739, 0.793, -0.830, -0.755, 0.193, 0.192, 0.189, -0.736, 0.786, -0.796, -0.811, 0.201, 0.220, 0.176, -0.730, 0.795, -0.756, -0.850, 0.194, 0.173, 0.217, -0.739, 0.798, -0.855, -0.782, 0.235, 0.174, 0.212, -0.959, 0.499, 0.480], "fmax_ev_per_a": 1.2, "e_above_lowest_kj_mol": 0.0, "spin_multiplicity": 1, "charge": -3}

[3]
{"formula": "C10H17O2", "method": "ωB97M-V with the def2-TZVPD basis set", "species": ["C", "C", "C", "C", "C", "C", "C", "C", "C", "C", "O", "O", "H", "H", "H", "H", "H", "H", "H", "H", "H", "H", "H", "H", "H", "H", "H", "H", "H"], "xyz": [[-0.951, 1.387, -1.834], [-1.320, 0.067, -1.681], [-0.072, 2.109, -0.821], [-0.480, 1.603, 0.579], [0.803, -0.475, 1.527], [2.060, -0.462, 0.533], [0.140, -0.786, -1.633], [-0.771, -0.758, -0.525], [-0.497, 0.000, 0.760], [-1.625, -0.205, 1.800], [1.850, -2.665, 0.161], [1.953, -1.401, -0.522], [-1.408, 1.787, -2.728], [-2.123, -0.263, -2.211], [0.972, 1.788, -1.113], [-0.316, 3.238, -0.822], [0.325, 1.993, 1.288], [-1.463, 1.965, 0.926], [0.699, -1.470, 1.821], [1.062, 0.272, 2.209], [2.014, 0.487, -0.025], [2.952, -0.715, 1.126], [0.114, -1.563, -2.348], [0.980, -0.257, -1.856], [-1.141, -1.772, -0.320], [-1.543, -1.119, 2.307], [-2.562, -0.050, 1.341], [-1.713, 0.557, 2.556], [2.063, -3.292, -0.496]], "nbo_charge": [0.184, -0.299, -0.505, -0.401, -0.416, -0.082, -0.119, -0.246, -0.027, -0.609, -0.452, -0.284, 0.241, 0.256, 0.254, 0.276, 0.236, 0.235, 0.235, 0.225, 0.180, 0.221, 0.250, 0.228, 0.277, 0.223, 0.213, 0.230, 0.478], "fmax_ev_per_a": 5.2, "e_above_lowest_kj_mol": 432.4, "spin_multiplicity": 1, "charge": 1}

[4]
{"formula": "C10H18BClF2NO6S2", "method": "ωB97M-V with the def2-TZVPD basis set", "species": ["C", "O", "B", "O", "N", "Cl", "C", "C", "C", "C", "C", "S", "O", "C", "S", "O", "O", "F", "C", "C", "C", "O", "F", "H", "H", "H", "H", "H", "H", "H", "H", "H", "H", "H", "H", "H", "H", "H", "H", "H", "H"], "xyz": [[4.126, 1.824, 0.768], [2.714, 1.790, 1.113], [1.939, 1.219, 0.162], [1.804, 1.762, -1.093], [1.195, -0.091, 0.585], [2.244, -0.912, 1.713], [0.002, 0.432, 1.393], [-1.326, -0.343, 1.121], [-2.281, 0.355, 0.086], [-2.732, 1.753, 0.571], [-3.762, 2.448, -0.412], [-5.475, 2.360, 0.219], [-1.169, -1.735, 0.874], [-0.253, -2.054, -0.166], [0.495, -3.679, 0.261], [1.906, -3.665, 0.440], [0.013, -4.608, -0.690], [-0.164, -4.097, 1.655], [0.736, -0.919, -0.560], [1.887, -1.367, -1.519], [1.360, -2.320, -2.621], [0.365, -2.177, -3.188], [2.204, -3.323, -2.897], [4.622, 0.873, 1.060], [4.584, 2.597, 1.411], [4.323, 2.029, -0.299], [0.931, 2.165, -1.242], [0.224, 0.345, 2.470], [-0.123, 1.516, 1.196], [-1.891, -0.277, 2.074], [-3.194, -0.282, 0.091], [-1.897, 0.325, -0.953], [-3.247, 1.652, 1.549], [-1.910, 2.481, 0.730], [-3.647, 2.003, -1.416], [-3.483, 3.514, -0.471], [-5.422, 3.181, 1.310], [-0.874, -2.238, -1.069], [0.136, -0.228, -1.190], [2.299, -0.511, -2.096], [2.742, -1.799, -0.971]], "nbo_charge": [-0.268, -0.735, 1.356, -0.913, -0.498, 0.268, -0.262, 0.078, -0.447, -0.426, -0.525, -0.023, -0.487, -0.167, 2.356, -0.894, -0.872, -0.450, -0.088, -0.564, 0.890, -0.506, -0.302, 0.196, 0.228, 0.206, 0.529, 0.273, 0.242, 0.240, 0.252, 0.196, 0.230, 0.187, 0.232, 0.228, 0.137, 0.277, 0.269, 0.277, 0.279], "fmax_ev_per_a": 3.1, "e_above_lowest_kj_mol": 0.0, "smiles": "COB(O)[N@@+]1(Cl)C[C@@H](CCCS)O[C@H](S(=O)(=O)F)[C@@H]1CC(=O)F", "spin_multiplicity": 1, "charge": 1}

In the order shown, the computed E values come out to -162436.95118; -81588.00658; -14727.70820; -64733.81892 eV.